(1)
{
  "formula": "C3H9OP",
  "method": "ωB97M-V/def2-TZVPD",
  "charge": 0,
  "spin_multiplicity": 1,
  "orbital_gap_ev": [7.24, 7.87],
  "e_homo_ev": [-6.964, -7.153],
  "e_above_lowest_kj_mol": 393.4,
  "species": ["C", "C", "C", "O", "P", "H", "H", "H", "H", "H", "H", "H", "H", "H"],
  "xyz": [[-1.375, 0.408, -1.140], [1.695, 0.933, 0.943], [-1.012, -0.988, -0.654], [-1.457, -1.397, 0.517], [1.783, -0.534, -0.210], [-2.129, 0.366, -2.030], [-1.868, 0.962, -0.407], [-0.551, 0.974, -1.470], [1.580, 1.853, 0.462], [2.672, 0.754, 1.271], [1.069, 0.581, 1.793], [-0.914, -1.857, -1.257], [-1.449, -0.701, 1.246], [1.956, -1.354, 0.938]],
  "atomic_forces_ev_per_a": [[-1.45, -2.14, -2.45], [-1.04, -2.96, 0.34], [2.10, 1.82, 0.01], [-0.95, 0.58, 3.16], [-1.38, -0.31, -0.63], [1.23, -0.07, 1.36], [-0.78, 0.78, 1.53], [1.10, 0.51, -0.49], [-0.51, 1.43, -0.26], [1.77, 0.70, 0.92], [-0.06, 1.21, -0.54], [0.10, -0.09, -0.99], [0.00, -1.10, -1.68], [-0.12, -0.37, -0.29]],
  "nbo_charge": [-0.689, -0.926, 0.190, -0.673, 0.176, 0.217, 0.211, 0.231, 0.221, 0.229, 0.214, 0.185, 0.482, -0.067]
}

=====

(2)
{
  "formula": "C12H24F10O9Zr",
  "method": "ωB97M-V/def2-TZVPD",
  "charge": 0,
  "spin_multiplicity": 1,
  "orbital_gap_ev": 9.32,
  "e_homo_ev": -9.408,
  "species": ["Zr", "C", "O", "O", "C", "F", "F", "F", "C", "C", "H", "H", "H", "H", "H", "H", "C", "O", "O", "C", "F", "F", "F", "C", "C", "H", "H", "H", "H", "H", "H", "C", "O", "O", "C", "F", "F", "F", "C", "C", "H", "H", "H", "H", "H", "H", "F", "O", "H", "H", "O", "H", "H", "O", "H", "H"],
  "xyz": [[1.210, 1.126, 0.064], [-0.082, -1.618, 1.634], [-1.408, -1.445, 1.049], [0.610, -0.585, 1.279], [-0.179, -1.807, 3.151], [-0.382, -0.665, 3.812], [-1.204, -2.644, 3.465], [0.932, -2.396, 3.620], [-2.177, -2.616, 0.759], [-3.538, -2.104, 0.311], [-4.189, -2.952, 0.074], [-4.032, -1.558, 1.112], [-3.487, -1.518, -0.609], [-2.371, -3.275, 1.604], [-1.716, -3.199, -0.047], [0.299, -2.578, 1.233], [0.047, 2.533, 2.588], [-1.077, 2.139, 1.760], [1.145, 2.195, 1.948], [-0.071, 4.003, 2.967], [-1.244, 4.292, 3.542], [0.888, 4.257, 3.890], [0.111, 4.844, 1.944], [-2.221, 1.653, 2.441], [-3.400, 1.677, 1.524], [-3.149, 1.079, 0.642], [-4.244, 1.193, 2.012], [-3.631, 2.693, 1.215], [-2.424, 2.261, 3.328], [-1.987, 0.652, 2.812], [-0.055, 1.960, 3.528], [2.358, -1.121, -2.307], [1.704, -0.852, -3.550], [1.877, -0.327, -1.390], [2.355, -2.623, -1.936], [1.952, -3.406, -2.955], [3.595, -3.024, -1.614], [1.526, -2.905, -0.920], [2.336, -1.242, -4.763], [1.685, -0.447, -5.888], [1.924, -0.945, -6.835], [0.605, -0.425, -5.780], [2.132, 0.541, -5.991], [2.211, -2.312, -4.957], [3.427, -1.101, -4.757], [3.421, -0.865, -2.506], [2.547, 2.504, -0.707], [-0.650, 0.255, -0.843], [-0.820, 0.029, -1.764], [-1.201, -0.335, -0.274], [-0.008, 2.843, -0.629], [-0.894, 2.876, -1.003], [0.444, 3.658, -0.888], [3.189, 0.613, 0.996], [3.413, -0.221, 1.422], [3.899, 1.236, 1.185]],
  "atomic_forces_ev_per_a": [[1.32, -1.37, 0.89], [-0.79, -1.13, -1.24], [-0.32, -0.55, 0.69], [1.91, 2.34, -0.24], [-0.61, -0.36, 0.15], [0.18, -0.10, 0.10], [0.20, 0.24, 0.09], [0.11, 0.32, 0.01], [-0.85, 0.38, -0.51], [-0.26, -0.64, -0.28], [0.10, -0.02, 0.04], [0.12, 0.24, -0.07], [0.07, 0.24, 0.17], [0.53, 0.17, 0.23], [0.21, 0.05, 0.11], [0.00, -0.01, 0.16], [-1.53, -1.74, 0.17], [0.04, 0.72, -0.21], [1.35, -0.06, -1.85], [0.89, 0.02, 0.31], [-0.20, 0.07, -0.08], [-0.18, 0.21, -0.23], [-0.08, 0.04, -0.09], [0.34, -0.08, 1.01], [0.23, -0.53, -0.45], [-0.17, 0.10, -0.07], [-0.18, 0.19, -0.02], [-0.18, 0.03, 0.04], [0.01, 0.10, -0.08], [-0.25, -0.08, -0.17], [-0.04, 0.27, 0.14], [1.73, 1.01, -1.71], [-0.38, -0.39, 0.14], [-1.26, 1.56, 2.15], [-0.67, -0.25, -0.24], [0.09, -0.08, -0.07], [-0.06, -0.03, 0.31], [0.21, 0.04, 0.24], [-0.22, -0.19, -0.27], [0.90, -0.43, -0.40], [-0.16, -0.05, 0.05], [-0.03, 0.17, 0.07], [-0.38, 0.20, 0.31], [-0.23, 0.05, 0.15], [-0.11, 0.35, 0.30], [0.09, -0.43, 0.05], [-1.19, -1.02, 0.60], [-1.21, 0.52, -0.43], [0.41, -0.02, -0.04], [0.43, -0.16, 0.39], [-0.20, 0.66, -0.85], [-0.11, -0.25, 0.29], [0.31, -0.16, 0.17], [0.57, -0.36, 0.22], [-0.31, -0.06, 0.00], [-0.20, 0.25, -0.16]],
  "nbo_charge": [2.491, 0.357, -0.600, -0.863, 0.929, -0.317, -0.341, -0.323, -0.076, -0.620, 0.217, 0.217, 0.196, 0.194, 0.174, 0.143, 0.333, -0.583, -0.847, 0.930, -0.326, -0.330, -0.323, -0.072, -0.620, 0.198, 0.217, 0.210, 0.178, 0.184, 0.147, 0.344, -0.554, -0.852, 0.923, -0.331, -0.327, -0.327, -0.070, -0.619, 0.207, 0.214, 0.208, 0.172, 0.166, 0.124, -0.709, -0.971, 0.518, 0.541, -0.920, 0.522, 0.535, -0.913, 0.521, 0.526]
}

=====

(3)
{
  "formula": "C28H72Al2B4N4O16",
  "method": "ωB97M-V/def2-TZVPD",
  "charge": 1,
  "spin_multiplicity": 2,
  "orbital_gap_ev": [2.98, 2.95],
  "e_homo_ev": [-10.684, -10.684],
  "s_squared": 0.88,
  "e_above_lowest_kj_mol": 194.7,
  "species": ["Al", "Al", "B", "H", "H", "H", "H", "B", "H", "H", "H", "H", "B", "H", "H", "H", "H", "O", "C", "O", "B", "O", "C", "O", "O", "C", "O", "C", "O", "O", "C", "O", "C", "C", "N", "C", "C", "O", "C", "H", "H", "H", "H", "H", "H", "H", "H", "H", "H", "H", "H", "H", "H", "H", "C", "O", "C", "C", "N", "C", "C", "O", "C", "H", "H", "H", "H", "H", "H", "H", "H", "H", "H", "H", "H", "H", "H", "H", "C", "O", "C", "C", "N", "C", "C", "O", "C", "H", "H", "H", "H", "H", "H", "H", "H", "H", "H", "H", "H", "H", "H", "H", "C", "O", "C", "C", "N", "C", "C", "O", "C", "H", "H", "H", "H", "H", "H", "H", "H", "H", "H", "H", "H", "H", "H", "H"],
  "xyz": [[1.383, -2.240, -0.157], [-2.769, 0.262, -2.723], [-1.281, -2.358, -1.815], [-0.840, -1.412, -2.087], [-0.572, -3.160, -1.951], [-1.627, -2.289, -0.796], [-2.103, -2.567, -2.482], [-0.627, 0.088, 0.235], [0.097, -0.080, -0.547], [-1.571, -0.197, -0.202], [-0.481, -0.621, 1.035], [-0.572, 1.121, 0.543], [-0.070, 1.178, -3.721], [0.952, 1.452, -3.931], [-0.732, 1.614, -4.454], [-0.223, 0.118, -3.586], [-0.294, 1.586, -2.748], [-0.577, -3.974, 4.250], [-1.660, -3.790, 3.759], [-2.814, -3.902, 4.251], [-3.855, -3.698, 3.213], [-3.123, -3.310, 1.986], [-1.838, -3.240, 2.327], [-0.919, -2.831, 1.631], [-4.854, -2.671, 3.545], [-6.104, -3.167, 3.905], [-7.133, -2.628, 4.413], [-5.997, -4.627, 3.457], [-4.719, -4.895, 3.080], [-6.950, -5.395, 3.551], [1.622, 0.152, 2.579], [2.114, -1.154, 2.448], [2.239, -1.854, 3.713], [2.760, -3.241, 3.278], [1.669, -3.837, 2.433], [2.199, -5.141, 2.016], [1.219, -5.936, 1.083], [0.830, -5.260, -0.117], [-0.114, -6.002, -0.898], [1.566, 0.637, 1.604], [2.448, 0.586, 3.142], [0.684, 0.312, 3.111], [1.314, -1.856, 4.290], [2.999, -1.358, 4.317], [2.795, -3.891, 4.153], [3.741, -3.190, 2.806], [0.984, -4.030, 3.149], [2.369, -5.674, 2.951], [3.225, -5.062, 1.657], [0.383, -6.338, 1.656], [1.626, -6.931, 0.904], [0.032, -5.568, -1.887], [-1.095, -5.971, -0.425], [0.102, -7.064, -1.015], [1.338, 3.261, 0.592], [1.613, 4.396, -0.155], [2.951, 4.428, -0.561], [3.028, 5.771, -1.483], [2.463, 7.002, -0.932], [3.065, 7.208, 0.378], [2.586, 8.537, 0.972], [1.320, 8.566, 1.657], [1.071, 9.883, 2.192], [1.904, 3.120, 1.513], [1.383, 2.436, -0.119], [0.320, 3.472, 0.922], [3.320, 3.676, -1.259], [3.621, 4.505, 0.296], [2.577, 5.579, -2.457], [4.020, 6.076, -1.818], [1.492, 6.737, -0.846], [4.144, 7.322, 0.283], [2.963, 6.317, 0.998], [2.540, 9.143, 0.067], [3.360, 8.894, 1.651], [0.022, 10.146, 2.056], [1.620, 10.713, 1.748], [1.224, 9.833, 3.270], [2.988, -4.725, -2.608], [1.980, -3.744, -2.735], [1.845, -3.186, -4.041], [2.291, -1.703, -4.111], [1.908, -0.851, -2.951], [3.078, -0.022, -2.740], [2.996, 1.009, -1.627], [3.236, 0.338, -0.398], [4.115, 1.007, 0.542], [2.672, -5.427, -3.379], [2.697, -5.075, -1.618], [4.000, -4.355, -2.774], [0.786, -3.034, -4.247], [2.230, -3.830, -4.831], [1.715, -1.351, -4.967], [3.347, -1.712, -4.378], [1.218, -0.139, -3.139], [3.389, 0.556, -3.610], [3.934, -0.633, -2.452], [2.015, 1.484, -1.610], [3.730, 1.671, -2.086], [4.007, 2.063, 0.291], [5.130, 0.703, 0.285], [3.942, 1.009, 1.618], [-2.324, 4.099, -1.892], [-2.943, 2.973, -1.286], [-3.381, 3.124, 0.035], [-3.630, 1.713, 0.598], [-4.452, 0.783, -0.164], [-4.380, -0.494, 0.532], [-5.226, -1.503, -0.150], [-4.663, -1.844, -1.371], [-5.410, -2.953, -1.933], [-2.067, 4.081, -2.951], [-1.317, 4.104, -1.474], [-2.813, 5.064, -1.756], [-4.363, 3.597, 0.074], [-3.036, 3.767, 0.845], [-4.177, 1.902, 1.522], [-2.735, 1.193, 0.940], [-5.435, 0.970, -0.026], [-4.574, -0.270, 1.582], [-3.371, -0.870, 0.695], [-6.202, -1.082, -0.393], [-5.421, -2.357, 0.499], [-5.573, -3.808, -1.276], [-5.089, -3.279, -2.922], [-6.458, -2.681, -2.056]],
  "atomic_forces_ev_per_a": [[-2.86, 1.10, -0.09], [1.64, -0.27, 1.36], [0.21, 0.71, 0.67], [2.04, 3.78, -1.00], [3.34, -3.21, -1.04], [-1.67, 0.46, 3.69], [-3.50, -1.46, -2.47], [0.46, 0.40, 1.04], [3.29, -0.60, -4.07], [-3.56, -1.44, -2.12], [0.17, -2.60, 3.57], [0.74, 3.62, 1.36], [-1.35, -0.05, -0.04], [3.85, 0.96, -0.96], [-2.56, 1.55, -3.07], [-0.83, -4.18, -0.10], [-0.97, 1.87, 4.20], [0.43, -0.35, 0.56], [1.28, 1.07, -1.48], [-1.78, -0.57, 1.20], [-2.64, -0.35, -0.01], [0.96, 0.05, 0.69], [1.12, 0.25, -1.80], [-1.31, -0.74, 0.90], [-1.50, 1.42, 1.35], [-1.87, 1.59, 0.73], [5.34, -1.79, -2.44], [-1.78, -1.96, 0.94], [-0.66, -0.11, -0.03], [2.70, 1.38, -0.75], [1.26, 1.10, 0.45], [-0.94, -1.27, -0.27], [1.14, -0.12, -1.45], [-2.06, 0.89, 0.54], [3.23, -0.16, -0.95], [-1.10, -0.62, -0.65], [0.49, -0.42, 0.85], [0.93, -0.32, 1.26], [0.41, 0.16, -0.22], [-0.06, -0.29, 0.05], [-0.32, 1.11, 0.30], [-0.12, -0.59, -0.01], [-0.23, -0.29, -0.32], [0.12, 0.19, 0.04], [0.45, 0.04, 0.26], [-0.25, 0.04, -0.23], [-1.62, 0.42, -0.38], [-0.39, -0.80, -0.02], [-0.19, 0.32, -0.75], [-0.85, 1.10, 0.28], [0.96, 0.10, -0.82], [-0.97, 0.12, 0.04], [-0.20, 0.53, -0.43], [0.65, -0.14, 0.37], [-1.61, 0.10, -0.18], [1.13, 0.36, -0.23], [0.51, 3.39, -1.93], [0.66, -0.22, -0.16], [0.17, -1.55, -0.12], [-0.79, 0.47, 0.54], [-0.02, -0.39, 0.13], [0.65, 0.50, -0.70], [-0.68, -0.67, 0.30], [0.65, 0.05, -0.12], [-0.19, -0.55, 0.77], [-0.24, -0.76, 0.04], [-0.50, -0.64, 0.27], [0.12, -0.15, 0.12], [-0.61, -0.33, 0.19], [0.66, -0.68, 0.54], [-0.49, 0.62, 0.57], [0.12, 0.14, -0.44], [-0.41, 0.22, 0.57], [-0.01, 0.64, 0.19], [0.06, 0.23, 0.07], [-0.13, -0.30, -0.16], [0.46, -0.35, -0.14], [0.32, 0.25, 0.05], [-1.49, -0.23, -0.31], [-0.31, 1.54, -0.45], [-1.63, 1.18, 1.12], [-0.79, -0.84, -0.36], [3.11, -1.25, 0.06], [0.75, 0.16, 1.41], [-0.64, -1.02, -1.05], [-0.08, -0.30, 1.32], [0.36, 1.35, -1.69], [0.86, -0.79, 0.18], [1.13, -0.67, 0.06], [0.05, -0.07, 0.29], [-0.36, -0.91, 0.39], [0.49, 0.17, 0.14], [0.24, 0.34, -0.21], [0.09, 0.72, 0.54], [-1.50, -0.43, -0.41], [-0.42, -0.30, -0.61], [0.13, -0.23, -0.25], [0.08, 0.16, -0.05], [0.53, 0.70, 1.59], [0.39, 0.18, 0.08], [0.11, -0.01, 0.38], [-0.60, -1.10, -0.27], [1.83, 0.72, 0.51], [0.10, 0.24, -0.68], [-2.56, -1.30, 0.25], [0.52, 1.20, 0.66], [1.11, -0.36, 1.06], [1.16, -0.67, 0.21], [-1.15, 0.06, 0.46], [0.25, -1.66, -1.15], [-1.02, 0.35, -0.07], [-0.90, -1.15, -0.24], [0.13, 0.67, 0.35], [-0.36, -0.20, 0.50], [-0.79, 0.00, -0.93], [2.18, -0.05, -0.49], [-0.25, 0.04, 0.32], [0.18, 0.15, -0.58], [-0.51, 0.92, -1.21], [-1.09, -0.29, 0.26], [0.41, 0.04, -0.89], [-0.54, 0.24, 0.34], [0.30, -0.21, 0.03], [1.10, -0.12, 0.38], [0.66, 0.30, 0.33], [-0.21, 0.73, -0.27]],
  "mulliken_spin": [0.012, 0.269, -0.096, 0.042, 0.011, -0.015, -0.002, 0.003, 0.009, -0.043, -0.003, -0.007, 0.019, 0.031, 0.006, 0.021, 0.020, 0.000, 0.001, 0.000, 0.003, 0.003, -0.008, 0.004, 0.000, 0.000, 0.000, 0.000, 0.000, 0.000, -0.016, 0.000, -0.003, 0.002, 0.139, 0.008, 0.002, -0.021, 0.001, 0.008, -0.003, 0.000, 0.001, 0.000, 0.008, 0.000, -0.002, 0.011, -0.001, 0.001, 0.000, 0.001, 0.000, -0.001, -0.002, 0.001, 0.000, 0.000, 0.000, 0.000, 0.000, 0.000, 0.000, 0.000, 0.000, 0.000, 0.000, 0.000, 0.000, 0.000, 0.000, 0.000, 0.000, 0.000, 0.000, 0.000, 0.000, 0.000, -0.002, -0.004, 0.001, 0.002, 0.056, -0.008, 0.004, 0.004, 0.001, 0.000, 0.001, 0.000, -0.001, 0.000, 0.002, 0.001, -0.001, 0.008, -0.001, 0.001, 0.000, 0.000, 0.000, 0.000, -0.001, 0.015, 0.012, 0.048, 0.374, 0.073, 0.011, -0.005, 0.001, -0.001, 0.001, 0.000, 0.000, -0.002, 0.036, -0.021, -0.012, -0.013, 0.007, -0.001, -0.002, 0.000, -0.001, 0.001]
}